No. 1
An isolated ion of composition C27H32F6N3 and charge +1 at a distorted geometry. Source: the Open Molecules 2025 dataset; level of theory: ωB97M-V with the def2-TZVPD basis set.

Properties
- HOMO-LUMO gap (Ha) = 0.229
- charge = +1
- electronic energy (hartree) = -1811.2382

Cartesian coordinates (Å):
C  -1.988  0.008  2.287
C  -2.596  -1.438  2.279
C  -2.072  -2.258  1.155
C  -0.872  -2.955  1.159
C  0.051  -3.079  2.288
C  -0.734  -3.718  -0.108
C  -0.595  -5.396  -0.514
C  -1.799  -6.005  0.134
C  -1.979  -5.829  1.501
C  -3.091  -6.372  2.135
C  -3.923  -7.322  1.471
N  -5.048  -7.823  2.068
C  -5.497  -9.140  1.635
C  -5.592  -7.247  3.310
C  -6.660  -6.222  3.022
F  -7.302  -5.748  4.146
F  -6.084  -5.141  2.386
F  -7.623  -6.736  2.178
C  -3.650  -7.580  0.100
C  -2.757  -6.738  -0.561
C  -0.258  -5.909  -1.907
C  0.278  -4.977  -2.815
C  0.589  -5.308  -4.117
C  0.368  -6.615  -4.624
N  0.474  -6.909  -5.997
C  0.677  -5.809  -6.939
C  1.119  -8.180  -6.396
C  0.221  -9.329  -6.835
F  0.748  -9.959  -7.948
F  0.141  -10.287  -5.849
F  -1.043  -8.945  -7.174
C  -0.126  -7.624  -3.702
C  -0.477  -7.244  -2.408
N  -1.838  -3.226  -0.848
C  -2.675  -2.453  -0.122
C  -3.854  -1.751  -0.711
H  -2.378  0.647  3.100
H  -0.894  -0.084  2.405
H  -2.184  0.540  1.345
H  -2.270  -1.930  3.215
H  -3.696  -1.427  2.240
H  0.967  -3.631  2.034
H  0.414  -2.113  2.648
H  -0.467  -3.586  3.117
H  0.290  -3.486  -0.531
H  0.316  -5.532  0.122
H  -1.250  -5.246  2.097
H  -3.281  -6.066  3.157
H  -4.598  -9.703  1.313
H  -5.965  -9.605  2.508
H  -6.221  -9.124  0.795
H  -6.042  -8.095  3.844
H  -4.799  -6.759  3.923
H  -4.203  -8.350  -0.433
H  -2.807  -6.706  -1.662
H  0.456  -3.883  -2.559
H  0.952  -4.503  -4.804
H  0.542  -4.823  -6.465
H  1.701  -5.939  -7.348
H  -0.030  -5.860  -7.799
H  1.705  -7.918  -7.290
H  1.727  -8.551  -5.529
H  -0.376  -8.648  -4.056
H  -0.955  -8.048  -1.774
H  -2.076  -3.669  -1.732
H  -4.525  -1.374  0.071
H  -3.666  -0.899  -1.409
H  -4.458  -2.491  -1.249

These are the natural (NBO) partial charges, in e, on atoms 1 to 5:
1. C -0.597
2. C -0.432
3. C -0.101
4. C 0.171
5. C -0.688

=====

No. 2
C27H32N3O8Si2V as an isolated structure. Source: the Open Molecules 2025 dataset; level of theory: ωB97M-V with the def2-TZVPD basis set.

Properties
- ⟨S²⟩ = 3.782
- HOMO-LUMO gap (alpha / beta) (Ha) = 0.214 / 0.233
- 2S+1 = 4
- relative energy (zero: lowest compared OMol25 entry of this formula, charge and spin) (kJ/mol) = 50.8
- charge = -1
- electronic energy (hartree) = -3337.5493

Cartesian coordinates (Å):
V  0.311  -0.511  -1.080
O  -1.767  0.560  -4.407
C  -1.205  -0.194  -3.439
O  -0.009  0.006  -3.108
C  -1.991  -1.193  -2.839
C  -3.355  -1.420  -3.151
C  -3.986  -2.492  -2.608
C  -3.228  -3.384  -1.796
C  -1.923  -3.065  -1.492
N  -1.304  -1.949  -1.906
C  -1.073  -4.105  -0.810
O  -1.724  -4.922  0.059
O  0.094  -4.256  -1.020
H  -1.140  1.278  -4.575
H  -3.855  -0.736  -3.822
H  -5.027  -2.699  -2.820
H  -3.648  -4.339  -1.512
H  -2.578  -4.526  0.274
C  -0.107  -2.954  1.753
Si  1.638  -2.434  1.259
C  2.296  -1.570  2.801
C  2.507  -4.085  0.994
N  1.754  -1.325  -0.103
C  2.949  -0.566  -0.161
C  4.201  -1.008  0.255
C  5.321  -0.182  0.216
C  5.189  1.112  -0.251
C  3.953  1.567  -0.696
C  2.816  0.746  -0.684
N  1.552  1.079  -1.149
Si  1.394  2.603  -1.965
C  2.590  2.712  -3.423
C  1.718  4.013  -0.730
C  -0.253  3.048  -2.772
H  -0.193  -2.810  2.834
H  -0.270  -4.012  1.544
H  -0.896  -2.367  1.286
H  2.375  -2.290  3.622
H  1.575  -0.802  3.098
H  3.263  -1.089  2.668
H  2.395  -4.691  1.899
H  3.567  -4.030  0.756
H  2.003  -4.610  0.178
H  4.313  -2.016  0.619
H  6.282  -0.556  0.549
H  6.045  1.777  -0.279
H  3.882  2.583  -1.059
H  3.616  2.433  -3.183
H  2.595  3.725  -3.839
H  2.236  2.031  -4.201
H  2.123  3.630  0.207
H  0.785  4.535  -0.503
H  2.422  4.751  -1.126
H  -0.193  2.870  -3.849
H  -0.414  4.122  -2.642
H  -1.108  2.520  -2.360
O  -1.509  1.051  -0.783
C  -1.454  0.621  0.383
O  -0.723  -0.381  0.664
C  -2.225  1.261  1.492
C  -3.008  2.373  1.224
C  -3.734  3.010  2.232
C  -3.628  2.479  3.493
O  -4.248  2.897  4.644
C  -3.678  2.112  5.689
O  -2.957  1.042  5.094
C  -2.849  1.367  3.760
C  -2.131  0.729  2.786
H  -3.036  2.740  0.206
H  -4.348  3.879  2.038
H  -4.476  1.710  6.312
H  -2.994  2.735  6.276
H  -1.515  -0.137  2.980

These are the Mulliken partial charges, in e, on atoms 1 to 5:
1. V 0.029
2. O -0.599
3. C 0.467
4. O -0.679
5. C 0.255

=====

No. 3
One molecule with the formula C27H32N6O3 at a distorted geometry. Source: the Open Molecules 2025 dataset; level of theory: ωB97M-V with the def2-TZVPD basis set.

Properties
- HOMO-LUMO gap (Ha) = 0.315
- relative energy (zero: lowest compared OMol25 entry of this formula, charge and spin) (kJ/mol) = 144.7
- electronic energy (hartree) = -1602.3371

Cartesian coordinates (Å):
C  1.213  3.389  -1.911
C  2.386  3.235  -0.949
C  2.082  2.464  0.346
C  0.919  3.085  1.124
C  3.342  2.456  1.221
N  1.750  1.088  -0.015
C  1.459  0.123  0.852
O  1.468  0.220  2.067
C  1.201  -1.267  0.204
C  2.447  -1.740  -0.481
C  2.803  -1.824  -1.806
C  4.111  -2.339  -1.858
C  4.509  -2.550  -0.567
N  3.502  -2.186  0.268
C  3.543  -2.306  1.700
N  -0.006  -1.352  -0.623
C  -0.214  -0.685  -1.766
O  0.575  0.098  -2.273
C  -1.538  -0.974  -2.492
N  -2.698  -0.665  -1.714
N  -3.674  -1.560  -1.507
N  -4.588  -1.064  -0.784
C  -4.256  0.221  -0.471
C  -4.903  1.199  0.286
C  -4.276  2.416  0.403
C  -3.040  2.678  -0.208
C  -2.383  1.732  -0.960
C  -3.009  0.498  -1.081
C  -1.036  -2.138  -0.022
C  -1.269  -3.441  -0.418
C  -2.253  -4.187  0.208
C  -2.986  -3.626  1.236
C  -2.746  -2.328  1.656
C  -1.769  -1.565  1.030
O  -1.455  -0.278  1.324
C  -2.027  0.314  2.466
H  0.834  2.420  -2.226
H  0.405  3.959  -1.458
H  1.542  3.921  -2.801
H  2.750  4.226  -0.671
H  3.199  2.718  -1.466
H  -0.015  2.957  0.583
H  0.826  2.588  2.086
H  1.097  4.145  1.289
H  4.175  2.014  0.679
H  3.160  1.872  2.119
H  3.607  3.469  1.510
H  1.666  0.865  -1.003
H  1.005  -1.935  1.052
H  2.208  -1.543  -2.650
H  4.685  -2.528  -2.743
H  5.435  -2.929  -0.182
H  4.574  -2.460  2.012
H  2.947  -3.160  2.037
H  3.160  -1.405  2.179
H  -1.603  -2.031  -2.762
H  -1.526  -0.369  -3.407
H  -5.854  0.993  0.751
H  -4.742  3.201  0.980
H  -2.599  3.656  -0.081
H  -1.434  1.930  -1.432
H  -0.673  -3.863  -1.214
H  -2.444  -5.200  -0.109
H  -3.759  -4.199  1.723
H  -3.334  -1.910  2.457
H  -1.799  -0.264  3.366
H  -1.565  1.296  2.542
H  -3.110  0.426  2.357

These are the natural (NBO) partial charges, in e, on atoms 1 to 5:
1. C -0.624
2. C -0.388
3. C 0.124
4. C -0.621
5. C -0.618

=====

No. 4
C27H33B2F4N2O3S3Tc as an isolated structure. Source: the Open Molecules 2025 dataset; level of theory: ωB97M-V with the def2-TZVPD basis set.

Properties
- ⟨S²⟩ = 3.771
- HOMO-LUMO gap (alpha / beta) (Ha) = 0.273 / 0.238
- 2S+1 = 4
- relative energy (zero: lowest compared OMol25 entry of this formula, charge and spin) (kJ/mol) = 56.8
- charge = +1
- electronic energy (hartree) = -3108.4268

Cartesian coordinates (Å):
Tc  2.081  -0.543  -0.570
O  0.718  -0.694  -1.774
C  0.512  0.027  -3.055
C  -0.881  0.599  -3.006
C  -1.468  1.230  -1.945
C  -2.797  1.653  -2.227
C  -3.173  1.331  -3.497
S  -1.941  0.512  -4.339
C  1.590  1.109  -3.103
C  2.949  0.891  -3.035
C  3.701  2.112  -3.057
C  2.888  3.201  -3.151
S  1.235  2.769  -3.177
C  0.711  -0.965  -4.163
C  1.386  -0.782  -5.332
C  1.342  -1.932  -6.178
C  0.648  -2.953  -5.613
S  0.032  -2.538  -4.074
H  -0.969  1.392  -0.995
H  -3.437  2.169  -1.523
H  -4.116  1.534  -3.986
H  3.403  -0.098  -3.111
H  4.783  2.160  -3.044
H  3.176  4.241  -3.231
H  1.888  0.143  -5.593
H  1.807  -1.987  -7.154
H  0.468  -3.939  -6.019
F  6.272  -1.582  -0.052
B  5.503  -0.831  -0.818
F  5.170  -1.214  -2.060
F  5.403  0.501  -0.538
F  3.784  -1.318  -0.001
C  0.879  4.225  0.921
C  1.988  3.266  1.329
C  1.744  2.752  2.742
C  3.357  3.943  1.234
N  1.890  2.146  0.346
N  2.696  1.017  0.673
H  0.911  5.123  1.541
H  -0.099  3.750  1.032
H  0.993  4.534  -0.124
H  1.607  3.605  3.408
H  2.596  2.189  3.139
H  0.845  2.133  2.788
H  3.438  4.757  1.958
H  3.515  4.365  0.236
H  4.171  3.241  1.447
H  2.218  2.462  -0.562
H  2.548  0.772  1.648
H  3.700  1.157  0.528
C  -5.129  -3.546  2.139
C  -4.316  -3.199  3.395
C  -3.748  -4.492  4.002
C  -5.253  -2.553  4.414
C  -3.154  -2.274  3.019
C  -2.920  -1.065  3.676
C  -1.853  -0.222  3.352
C  -1.036  -0.649  2.345
O  0.101  -0.015  1.807
B  0.498  -0.877  0.823
O  -0.267  -2.007  0.707
C  -1.251  -1.833  1.692
C  -2.286  -2.672  1.994
H  -5.988  -4.164  2.411
H  -4.539  -4.107  1.409
H  -5.502  -2.642  1.650
H  -4.562  -5.173  4.267
H  -3.173  -4.280  4.907
H  -3.092  -5.011  3.297
H  -6.079  -3.236  4.624
H  -5.682  -1.618  4.038
H  -4.750  -2.349  5.363
H  -3.584  -0.754  4.470
H  -1.685  0.710  3.877
H  -2.412  -3.606  1.459

These are the Mulliken partial charges, in e, on atoms 1 to 5:
1. Tc 1.572
2. O -0.684
3. C 4.067
4. C -1.298
5. C -0.292